3 unconnected molecules or ions with the total composition C3H8NOS2, computed with ωB97M-V with the def2-TZVPD basis set.

Properties
Multiplicity: 2
<S²>: 0.7537
Charge: -2
HOMO-LUMO gap (alpha / beta), eV: 2.92 / 5.77

XYZ file:
```
15
Properties=species:S:1:pos:R:3:forces:R:3
S 3.860630 5.382701 -4.012185 -0.1882 0.4547 0.0122
S 4.720869 3.530823 -4.271945 0.2010 -0.3330 -0.0215
O -4.651564 -3.903408 1.492510 0.0801 0.0915 -0.0242
N 0.264590 -0.743835 -0.650630 0.1405 0.0146 0.1558
C -0.160993 0.700388 1.288485 -0.0384 0.5844 0.0722
C 0.503413 -0.247042 0.644364 0.1240 0.0607 0.2200
C -3.452460 -3.671109 1.935969 -0.3917 -0.3172 0.1141
H 0.964053 -0.426865 -1.309660 -0.1065 -0.1621 -0.1135
H 1.321516 -0.721187 1.183686 -0.0395 -0.1851 -0.1977
H -2.916941 -2.740083 1.742291 0.0964 0.2419 -0.0990
H 3.900761 5.569304 -2.675847 0.0290 -0.0868 -0.0277
H -0.675816 -0.580349 -0.978564 0.0772 0.2330 -0.0546
H -0.875749 1.380015 0.831038 -0.1778 -0.4559 -0.0928
H 0.087704 0.925508 2.317057 0.0465 -0.0906 0.0199
H -2.890006 -4.454862 2.463428 0.1476 -0.0499 0.0369
```
Positions in Å, forces in eV/Å.

***

A gas-phase ion, C3H8NOS2 (charge +1), computed with ωB97M-V with the def2-TZVPD basis set.

Properties
Charge: +1
Relative energy (zero: lowest compared OMol25 entry of this formula, charge and spin), eV: 0.282
HOMO-LUMO gap, eV: 9.06

XYZ file:
```
15
Properties=species:S:1:pos:R:3:forces:R:3
S 2.238059 -0.918034 1.423526 0.2030 -0.1443 -0.1568
S 0.665379 0.364656 1.356604 0.0249 0.0000 -0.0073
O -0.774009 1.035167 -2.811994 -0.1296 -0.2297 -0.2536
N -2.525854 -0.214709 -1.168668 1.0428 1.0164 0.0149
C -0.684440 -0.521934 0.483917 -0.1489 1.0161 0.1116
C -0.314682 0.816670 -1.728640 0.0146 -0.2057 0.0194
C -1.239444 0.429577 -0.582119 -0.6211 -0.4061 -0.0075
H -0.377938 -1.451607 0.006996 0.2300 -0.0764 0.2540
H -1.456257 -0.669835 1.241773 -0.0486 -0.4152 -0.1526
H 0.748506 0.915452 -1.476651 0.0379 0.0850 -0.0279
H -1.597115 1.395996 -0.211632 0.2857 -0.1545 0.5118
H 2.068022 -1.444013 2.650389 -0.1899 0.0527 -0.0313
H -3.285028 0.432371 -0.982340 -0.4296 -0.1584 -0.1459
H -2.700142 -1.095225 -0.692327 -0.1639 -0.2382 -0.2822
H -2.408263 -0.289747 -2.192274 -0.1072 -0.1417 0.1534
```
Positions in Å, forces in eV/Å.

***

A gas-phase ion, C3H8NS (charge -1), computed with ωB97M-V with the def2-TZVPD basis set.

Properties
Charge: -1
Relative energy (zero: lowest compared OMol25 entry of this formula, charge and spin), eV: 0.264
HOMO-LUMO gap, eV: 6.69

XYZ file:
```
13
Properties=species:S:1:pos:R:3:forces:R:3
S -1.500841 -0.546316 1.008739 -0.1572 -0.0982 -0.0843
N 0.511440 0.834878 -2.213540 -0.1445 0.2085 0.0131
C 0.918413 -0.118319 -1.171323 -0.0269 -0.0157 0.1048
C 0.990043 0.446426 0.253236 -0.4871 -0.1086 0.0912
C 0.292045 -0.489887 1.254436 0.5806 -0.1262 0.1516
H 0.179955 -0.926122 -1.169465 0.1078 0.0726 -0.0345
H 0.765554 -1.486989 1.169149 -0.2366 0.1249 -0.0570
H 0.431293 1.387158 0.297318 0.1022 0.0510 -0.0856
H 0.908425 1.744299 -1.986448 0.0587 -0.0953 -0.0957
H 2.030382 0.654595 0.526335 0.1058 -0.0276 0.1054
H 1.888546 -0.538606 -1.446761 0.0551 -0.0693 -0.0676
H 0.518236 -0.165888 2.275927 0.0165 0.1124 -0.0273
H -0.489682 0.971289 -2.091251 0.0257 -0.0283 -0.0141
```
Positions in Å, forces in eV/Å.

***

A gas-phase ion, C3H8NS (charge -1), computed with ωB97M-V with the def2-TZVPD basis set.

Properties
Charge: -1
Relative energy (zero: lowest compared OMol25 entry of this formula, charge and spin), eV: 0.396
HOMO-LUMO gap, eV: 6.51

XYZ file:
```
13
Properties=species:S:1:pos:R:3:forces:R:3
S 1.180813 -0.731614 -1.420063 -0.0762 -0.0079 0.0292
N -1.806508 1.761324 0.939541 -0.5306 -0.1869 -0.0517
C 0.822321 -1.039882 0.349012 -0.1838 0.5676 -0.5019
C -1.194583 0.567387 0.320696 -0.1448 0.1286 0.0944
C 0.022297 0.065521 1.068297 -0.1550 -0.6299 -0.3058
H -1.460520 1.958989 1.868358 0.1376 -0.1008 -0.0576
H -0.951568 0.832422 -0.704543 0.3191 -0.2147 -0.0574
H 0.670343 0.897300 1.298162 0.3768 0.4366 -0.0530
H 0.328381 -2.004859 0.486262 -0.0764 -0.0323 -0.0051
H -1.653614 2.572870 0.359573 0.1257 0.0253 0.1198
H 1.776810 -1.070156 0.842428 0.4653 -0.3381 0.4599
H -0.311169 -0.358483 2.022681 -0.0671 0.1256 0.2395
H -1.901616 -0.270471 0.250511 -0.1906 0.2270 0.0895
```
Positions in Å, forces in eV/Å.

***

A gas-phase ion, C3H8NS2 (charge +1), computed with ωB97M-V with the def2-TZVPD basis set.

Properties
Charge: +1
Relative energy (zero: lowest compared OMol25 entry of this formula, charge and spin), eV: 1.892
HOMO-LUMO gap, eV: 9.91

XYZ file:
```
14
Properties=species:S:1:pos:R:3:forces:R:3
S 2.007577 -0.656857 -0.277503 -0.2778 -0.0082 1.5312
S -2.213511 -0.764720 -0.002317 1.1340 -0.1840 -0.2138
N -0.296685 0.707097 -1.214456 1.6188 0.1705 -0.9621
C -0.051571 0.842778 1.216058 -1.6626 -0.8800 2.9943
C -0.585366 0.007447 0.153326 -2.8422 1.2620 -2.7478
C 0.525456 -0.469367 0.941352 3.4908 -2.2718 -2.5383
H -0.690828 0.204078 -2.027901 -0.0024 0.2557 0.5590
H 0.464793 -1.424768 1.471480 -0.4096 0.8373 0.2993
H -0.482974 1.715538 -1.314084 -1.3099 -0.3638 0.6433
H 0.453386 1.736037 1.003683 0.6283 1.1127 -0.1473
H 2.491272 -1.806688 0.222791 -0.0592 0.1789 -0.0044
H -0.704335 0.786810 2.101515 0.5596 0.6878 -0.1956
H 0.719137 0.804523 -1.424727 -0.2074 -0.9742 0.2275
H -1.636357 -1.681905 -0.849218 -0.6604 0.1771 0.5547
```
Positions in Å, forces in eV/Å.

***

C3H8O in the gas phase, computed with ωB97M-V with the def2-TZVPD basis set.

Properties
Relative energy (zero: lowest compared OMol25 entry of this formula, charge and spin), eV: 0.961
HOMO-LUMO gap, eV: 11.07

XYZ file:
```
12
Properties=species:S:1:pos:R:3:forces:R:3
O -0.752931 -0.619430 -0.638052 -0.6405 0.8665 0.5313
C 0.407519 -0.703169 0.152129 0.1878 -1.4751 1.6075
C 1.513132 0.291226 -0.187104 -0.8035 0.7572 0.2021
C -1.651764 0.260961 0.019265 -1.5931 0.5890 -1.3980
H 0.746348 -1.719561 -0.048911 0.4866 -0.0073 0.0035
H -1.925467 -0.130890 1.028459 0.1468 0.4688 -0.6733
H 1.621647 0.307609 -1.245120 0.0412 -0.1978 -1.1014
H -2.590590 0.424781 -0.626533 1.2653 -0.7731 0.9545
H -1.227563 1.273730 0.032476 0.0943 -0.1373 0.6192
H 2.493189 0.029427 0.187522 0.0302 -0.1403 0.5259
H 0.091185 -0.755934 1.272301 0.7136 0.4970 -1.6215
H 1.275294 1.341253 0.053571 0.0713 -0.4475 0.3503
```
Positions in Å, forces in eV/Å.

***

2 unconnected molecules or ions with the total composition C3H8O, computed with ωB97M-V with the def2-TZVPD basis set.

Properties
Relative energy (zero: lowest compared OMol25 entry of this formula, charge and spin), eV: 2.795
HOMO-LUMO gap, eV: 10.73

XYZ file:
```
12
Properties=species:S:1:pos:R:3:forces:R:3
O -0.392500 -2.150968 0.602420 0.9028 -0.2442 0.0325
C 0.528615 1.322093 -0.469462 0.2205 -0.2223 -0.1079
C -0.095065 -0.068192 -0.478699 0.9116 -0.9604 -1.1590
C 0.280290 -1.154232 0.423062 -0.4236 -0.1605 1.1323
H 1.495241 1.317686 0.041773 -0.0228 0.0226 -0.1216
H 1.292208 -1.007052 0.842118 0.1092 -0.2801 0.1461
H 0.674029 1.633155 -1.507001 0.1501 0.0874 0.1588
H -1.603150 -0.129928 1.223756 -0.6679 0.0232 0.5076
H -0.085813 2.105557 0.002725 -0.0312 -0.6194 -0.0177
H -1.111375 -0.101429 -0.882588 0.3631 -0.3261 0.1617
H -1.549415 -0.877284 1.263663 -0.8704 0.6866 0.4404
H 0.566936 -0.889407 -1.061767 -0.6413 1.9933 -1.1732
```
Positions in Å, forces in eV/Å.

***

3 unconnected molecules or ions with the total composition C3H8O, computed with ωB97M-V with the def2-TZVPD basis set.

Properties
Relative energy (zero: lowest compared OMol25 entry of this formula, charge and spin), eV: 2.648
HOMO-LUMO gap, eV: 10.98

XYZ file:
```
12
Properties=species:S:1:pos:R:3:forces:R:3
O -0.037959 -2.156244 -0.110673 -0.4144 0.1366 -0.2926
C 1.544130 0.632787 -0.066757 -0.0694 0.0677 0.1461
C 0.931182 1.073123 1.027384 0.1368 -0.0492 -0.1386
C -0.926421 -1.675304 -0.766094 0.2227 -0.1670 0.1787
H -1.986992 -1.949660 -0.604041 0.1109 -0.0060 0.0113
H 1.701173 -0.430432 -0.230062 -0.0012 0.1806 0.0291
H -2.225420 0.742359 0.035878 0.0261 0.0404 0.0185
H 0.582129 0.385239 1.794538 0.0496 0.0818 -0.1304
H -1.494047 0.862138 0.117864 -0.1365 0.0022 -0.0189
H 0.754431 2.131910 1.203007 0.0546 -0.1410 -0.0392
H 1.897128 1.314721 -0.836975 -0.0446 -0.0598 0.1335
H -0.739333 -0.930637 -1.564071 0.0654 -0.0864 0.1025
```
Positions in Å, forces in eV/Å.